27
Properties=species:S:1:pos:R:3:forces:R:3:mulliken_charge:R:1 method="wB97M-V/def2-TZVPD" gap_ev=8.6 e_above_lowest_kcal_mol=10.7 homo_ev=-5.125 largest_force_ev_per_a=4.09 e_lumo_ev=3.4598 total_charge=-1 total_energy_ha=-955.59082
C -1.827 1.894 0.614 -2.181 1.648 -0.756 -0.09
C -1.423 0.664 0.441 -0.756 -1.870 -0.712 0.35
C -3.512 -0.395 -0.709 1.052 -0.129 0.364 0.11
C -0.866 3.014 0.796 0.377 0.039 -0.700 -0.87
C -1.849 -1.940 0.385 -2.686 -1.741 2.053 -1.19
C 3.825 -0.465 0.526 -0.674 0.746 -0.705 -1.09
C 2.241 -1.286 -1.692 0.235 0.797 1.418 -1.32
C -2.305 -0.558 0.145 -0.311 2.265 -0.547 1.20
O -3.799 -0.298 0.596 0.005 -0.309 -1.216 -0.46
O -4.029 -0.405 -1.795 0.010 0.192 1.334 -0.61
O 1.738 1.174 -0.499 0.803 -1.054 0.339 -0.84
O 1.180 -1.009 0.691 -1.693 -1.665 2.283 -0.81
P 2.098 -0.274 -0.162 1.363 2.037 -3.270 1.04
H -2.860 2.275 0.339 0.751 -1.026 1.029 0.22
H -0.362 0.570 0.334 0.515 -0.830 0.467 -0.25
H -0.775 3.369 1.838 -0.057 -0.084 -0.445 0.23
H -1.254 3.809 0.139 0.459 0.208 0.449 0.30
H 0.097 2.653 0.393 -0.025 0.456 0.458 0.21
H -2.138 -2.312 1.479 0.865 0.849 -2.309 0.17
H -2.302 -2.617 -0.341 -0.976 -0.055 0.233 0.39
H -0.878 -2.168 0.130 2.780 0.515 0.335 0.34
H 3.910 0.537 0.917 0.698 0.298 0.481 0.27
H 3.567 -1.145 1.310 0.629 -0.601 0.683 0.29
H 4.715 -0.742 -0.092 -1.037 0.157 0.383 0.31
H 2.432 -2.251 -1.248 0.046 -0.587 -0.538 0.30
H 1.346 -1.195 -2.245 -1.168 -0.315 -0.522 0.38
H 3.029 -0.900 -2.289 0.976 0.059 -0.589 0.41


30
Properties=species:S:1:pos:R:3:forces:R:3:mulliken_charge:R:1 method="wB97M-V/def2-TZVPD" gap_ev=9.1 e_above_lowest_kcal_mol=0.0 homo_ev=-8.453 largest_force_ev_per_a=0.61 e_lumo_ev=0.6431 total_charge=0 smiles="COC(=O)[C@@H](C)[C@@H]1Sc2ccccc2NC1=O" total_energy_ha=-1143.78290
C -3.301 -2.210 -1.298 -0.279 -0.302 0.110 -0.72
H -3.955 -2.431 -0.453 0.076 -0.035 -0.160 0.34
H -3.892 -2.089 -2.207 0.048 -0.008 0.050 0.24
H -2.571 -3.007 -1.432 -0.033 0.064 -0.012 0.25
O -2.592 -1.000 -1.056 0.230 0.135 -0.218 -0.25
C -2.903 -0.307 0.049 0.056 0.186 0.012 0.26
O -3.746 -0.638 0.836 -0.068 0.004 0.103 -0.61
C -2.070 0.964 0.149 0.038 0.030 0.184 0.29
C -0.594 0.665 -0.121 0.071 -0.243 -0.027 -0.33
C 0.220 1.937 -0.297 -0.281 -0.165 -0.002 0.36
O -0.275 3.033 -0.440 -0.145 0.170 -0.079 -0.66
N 1.564 1.757 -0.361 0.529 0.310 -0.039 -0.06
C 2.287 0.584 -0.148 0.132 -0.414 0.116 0.08
C 3.591 0.489 -0.623 -0.056 -0.007 -0.005 -0.51
C 4.352 -0.636 -0.366 -0.025 0.058 0.036 -0.66
C 3.820 -1.680 0.374 0.056 -0.074 0.056 -0.53
C 2.522 -1.601 0.843 0.006 0.117 -0.093 -0.71
C 1.750 -0.478 0.582 -0.270 0.093 -0.045 0.87
S 0.110 -0.368 1.220 0.042 0.246 -0.126 -0.24
H 2.092 -2.403 1.423 -0.040 -0.145 0.031 0.41
H 4.414 -2.556 0.583 0.058 -0.086 0.018 0.39
H 5.364 -0.693 -0.738 0.087 -0.003 -0.040 0.37
H 4.005 1.312 -1.187 0.051 0.078 -0.089 0.37
H 2.099 2.583 -0.600 -0.202 -0.065 0.051 0.27
H -0.499 0.077 -1.041 -0.004 0.147 0.085 0.67
C -2.300 1.643 1.495 -0.080 -0.031 -0.152 -1.47
H -3.364 1.805 1.645 -0.042 0.014 0.057 0.41
H -1.787 2.600 1.519 0.041 0.028 0.020 0.40
H -1.935 1.015 2.304 -0.056 0.024 0.108 0.38
H -2.407 1.633 -0.652 0.060 -0.126 0.051 0.41


53
Properties=species:S:1:pos:R:3:forces:R:3:mulliken_charge:R:1 method="wB97M-V/def2-TZVPD" gap_ev=4.1 e_above_lowest_kcal_mol=41.3 homo_ev=-9.599 largest_force_ev_per_a=4.33 e_lumo_ev=-5.4593 total_charge=+1 total_energy_ha=-1227.08868
C 0.857 1.144 -2.679 -1.643 -1.815 0.109 -0.25
C 1.952 1.916 -2.649 3.247 2.863 0.036 0.12
N 2.890 2.630 -2.623 -1.444 -1.160 0.109 -0.60
N -0.417 1.659 -2.720 -0.370 0.186 -0.010 0.30
C -1.517 0.817 -2.719 0.629 0.467 -0.023 -0.30
C -2.783 1.320 -2.742 -0.130 0.416 -0.008 -0.64
C -2.984 2.689 -2.776 -0.431 0.286 0.029 -0.33
C -1.891 3.539 -2.782 -0.537 -0.319 0.012 -0.64
C -0.630 3.025 -2.753 0.299 -0.672 0.053 -0.15
H 0.975 0.076 -2.667 -0.314 -0.166 -0.108 0.35
H -1.344 -0.245 -2.682 0.384 -0.024 -0.052 0.47
H -3.630 0.654 -2.716 -0.012 -0.219 -0.040 0.42
H -3.984 3.091 -2.796 -0.096 0.027 -0.015 0.42
H -2.032 4.605 -2.811 0.091 0.188 -0.012 0.44
H 0.236 3.665 -2.755 0.271 -0.202 -0.023 0.39
C 7.088 -0.522 0.732 0.149 -0.353 0.043 -1.46
C 5.666 -0.092 0.838 0.103 0.027 -0.048 0.97
C 5.298 0.933 1.703 -0.200 0.176 0.219 -0.72
C 3.989 1.333 1.803 0.102 0.196 0.053 -0.85
C 2.972 0.719 1.046 -0.559 0.138 -0.044 0.86
C 1.641 1.215 1.177 0.564 -0.625 -0.276 -0.62
C 0.402 0.641 0.820 -0.088 -0.075 -0.094 1.08
C 0.217 -0.726 0.498 0.172 0.372 0.164 -0.90
C -1.030 -1.231 0.261 -0.740 -0.218 -0.267 -0.60
C -2.174 -0.414 0.299 -0.760 -0.550 0.433 0.76
O -3.476 -0.913 0.073 1.515 0.576 0.475 -0.33
C -3.949 -1.997 0.866 0.109 -0.645 0.742 -0.02
C -4.923 -1.749 1.840 0.609 0.811 -0.891 -0.32
C -5.347 -2.746 2.687 -0.119 -0.274 0.064 -0.55
C -4.820 -4.019 2.582 0.013 -0.100 0.104 -0.43
C -3.898 -4.296 1.591 -0.183 -0.213 0.230 -0.69
C -3.476 -3.307 0.731 0.132 1.031 -0.651 -0.01
C -1.995 0.947 0.604 -0.947 -0.310 -0.319 -0.25
C -0.756 1.457 0.864 0.553 -0.199 0.009 -0.88
C 3.364 -0.296 0.151 0.045 -0.118 -0.125 -0.09
C 4.680 -0.681 0.051 -0.388 -0.067 -0.126 -0.94
H 7.172 -1.505 0.265 -0.014 0.124 -0.020 0.38
H 7.664 0.186 0.134 -0.002 0.065 0.003 0.32
H 7.548 -0.584 1.719 0.013 0.105 -0.036 0.39
H 6.053 1.424 2.292 0.127 0.080 0.166 0.43
H 3.721 2.119 2.487 -0.030 0.240 0.135 0.42
H 1.570 2.187 1.635 -0.005 0.306 0.193 0.37
H 1.061 -1.390 0.503 0.050 -0.177 0.045 0.72
H -1.157 -2.272 0.034 0.076 -0.262 0.021 0.21
H -5.344 -0.761 1.904 -0.034 0.261 0.091 0.41
H -6.100 -2.536 3.428 -0.087 0.094 0.105 0.39
H -5.136 -4.793 3.264 -0.045 -0.098 0.033 0.40
H -3.514 -5.297 1.488 0.083 -0.130 -0.097 0.39
H -2.813 -3.545 -0.081 0.222 -0.095 -0.123 0.50
H -2.860 1.584 0.648 -0.227 0.111 -0.010 0.52
H -0.641 2.502 1.102 -0.069 0.177 0.084 0.46
H 2.633 -0.726 -0.508 -0.059 -0.087 -0.224 0.29
H 4.969 -1.434 -0.663 -0.025 -0.148 -0.115 0.39


41
Properties=species:S:1:pos:R:3:forces:R:3:mulliken_charge:R:1 method="wB97M-V/def2-TZVPD" gap_ev=9.4 e_above_lowest_kcal_mol=0.0 homo_ev=-9.106 largest_force_ev_per_a=3.01 e_lumo_ev=0.2931 total_charge=0 smiles="O=C(O)[C@]1(O)C=C[C@@H](O)[C@H](O)C1.CNC(=O)CNC(C)=O" total_energy_ha=-1105.49068
O -3.048 1.922 -1.486 -0.210 0.334 -0.375 -0.76
O 0.251 1.827 -4.594 -0.315 -0.133 0.079 -0.68
O 0.667 -0.758 5.215 0.944 -0.976 -0.747 -0.60
O 2.186 -2.359 4.696 -0.747 0.777 -0.730 -0.44
O 0.113 -2.042 -1.105 0.173 -0.199 -0.382 -0.61
O 0.877 0.401 2.742 0.194 -0.186 0.785 -0.69
O 2.899 -1.667 -0.345 -0.160 -0.024 -0.075 -0.60
C -2.329 1.034 -1.048 -0.643 0.459 0.431 0.88
C -0.589 1.850 -3.699 1.194 -0.087 -0.401 0.68
C 1.295 -1.388 4.374 -0.924 1.248 0.846 0.05
C -0.476 -2.198 1.202 0.753 1.335 2.550 -0.94
C -0.287 -1.622 2.443 -0.389 -1.775 -2.393 -0.67
N -0.930 2.979 -3.069 -0.739 0.352 0.795 -0.07
N -1.443 0.374 -1.793 0.860 -0.528 -0.522 -0.01
C -2.404 0.652 0.411 0.068 0.020 -0.136 -0.88
C -0.360 4.294 -3.347 0.082 -0.595 -0.288 -0.97
C -1.240 0.533 -3.243 -0.554 0.420 0.591 -0.78
C 0.633 -2.314 0.195 0.544 0.414 -0.224 -0.19
C 1.032 -1.020 2.883 0.478 -0.280 -0.492 1.69
C 2.192 -1.449 1.958 -0.524 0.058 0.139 -1.29
C 1.782 -1.339 0.489 0.410 -0.051 0.666 0.04
H 2.184 -2.396 5.665 -0.007 -0.050 0.039 0.37
H 0.845 -2.131 -1.748 -0.369 0.032 0.470 0.36
H 0.384 0.737 3.516 0.246 -0.304 -0.298 0.42
H 3.649 -1.073 -0.162 -0.604 -0.246 -0.049 0.38
H -1.449 -2.604 0.941 0.117 0.083 -0.073 0.56
H -1.126 -1.576 3.132 0.141 0.096 0.021 0.50
H -1.674 2.911 -2.381 -0.022 0.036 -0.197 0.21
H -0.910 -0.356 -1.336 0.051 -0.010 -0.206 0.21
H -3.114 1.306 0.915 0.071 -0.060 -0.129 0.35
H -2.738 -0.381 0.490 0.069 -0.095 0.174 0.27
H -1.419 0.759 0.863 0.016 -0.159 0.154 0.14
H -0.900 5.059 -2.789 -0.011 -0.216 -0.014 0.36
H -0.432 4.508 -4.415 0.080 0.057 0.070 0.30
H 0.692 4.307 -3.057 0.004 0.112 -0.076 0.28
H -2.209 0.460 -3.737 -0.097 -0.007 -0.077 0.29
H -0.619 -0.288 -3.601 0.012 0.196 0.090 0.27
H 1.019 -3.340 0.224 0.138 -0.027 -0.045 0.45
H 3.062 -0.815 2.155 -0.112 0.005 0.036 0.66
H 2.481 -2.485 2.165 -0.072 0.094 0.031 0.29
H 1.451 -0.314 0.280 -0.144 -0.123 -0.037 0.17


123
Properties=species:S:1:pos:R:3:forces:R:3:mulliken_charge:R:1 method="wB97M-V/def2-TZVPD" gap_ev="7.4 / 7.6" homo_ev="-8.158 / -8.405" largest_force_ev_per_a=1.85 spin_multiplicity=4 e_lumo_ev="-0.7702 / -0.7701" total_charge=0 total_energy_ha=-2276.06505
C -5.420 -3.515 -3.091 -0.304 0.097 0.053 -0.77
N -5.466 -4.355 -1.903 0.016 0.172 0.198 -0.37
C -4.393 -4.126 -0.954 -0.366 -0.412 -0.270 -0.77
C -2.976 -4.270 -1.472 -0.129 0.265 0.003 1.19
C -1.962 -3.449 -1.169 -0.526 0.143 -0.007 0.33
C -2.091 -2.268 -0.247 0.659 0.307 0.165 -2.04
C -1.425 -0.983 -0.684 -0.123 0.432 -0.268 0.80
C -2.163 -0.048 -1.409 0.291 0.216 -0.103 0.06
C -1.600 1.164 -1.793 0.373 -0.030 0.206 -1.14
C -0.287 1.491 -1.454 0.209 -0.399 0.174 1.61
C 0.324 2.810 -1.821 -0.112 -0.010 -0.049 -1.78
C 0.460 0.553 -0.737 -0.752 -0.387 -0.093 -1.26
C -0.113 -0.661 -0.356 0.064 0.330 -0.021 -0.13
C -0.631 -3.766 -1.754 -0.163 -0.208 0.131 0.34
O 0.149 -2.926 -2.112 0.484 0.539 -0.225 -0.54
C -0.320 -5.199 -1.926 0.001 -0.422 0.064 -0.63
C -1.317 -6.022 -2.208 0.209 0.053 0.263 -0.63
C -2.675 -5.443 -2.341 0.327 -0.075 0.191 0.27
O -3.444 -5.917 -3.138 -0.621 -0.327 -0.278 -0.58
H -6.319 -2.903 -3.155 -0.100 0.100 -0.046 0.33
H -4.571 -2.832 -3.080 0.184 0.010 0.061 0.15
H -5.350 -4.098 -4.003 0.081 -0.178 -0.144 0.28
H -5.544 -5.329 -2.138 0.130 -0.047 -0.148 0.37
H -4.508 -4.856 -0.151 -0.064 -0.038 0.163 0.34
H -4.564 -3.152 -0.510 0.196 0.148 0.087 0.41
H -1.638 -2.557 0.704 0.001 -0.101 0.136 0.45
H -3.125 -2.041 -0.028 -0.181 -0.095 -0.014 0.23
H -3.192 -0.243 -1.678 -0.119 -0.125 0.054 0.49
H -2.174 1.906 -2.331 -0.227 -0.049 -0.105 0.25
H -0.289 3.643 -1.487 -0.114 0.101 0.122 0.28
H 0.436 2.919 -2.898 0.054 -0.054 -0.146 0.39
H 1.299 2.903 -1.357 0.203 0.122 0.043 0.38
H 1.478 0.758 -0.445 0.167 0.156 -0.003 0.44
H 0.493 -1.356 0.209 -0.002 -0.141 0.062 0.45
H 0.705 -5.525 -1.878 0.272 0.115 -0.092 0.44
H -1.173 -7.072 -2.388 -0.094 -0.208 -0.263 0.46
C -4.538 4.809 1.799 -0.177 -0.038 0.080 -2.07
C -4.238 3.559 0.948 0.317 1.170 0.492 2.16
C -4.837 3.729 -0.448 -0.280 -0.217 -0.233 -0.99
C -6.362 3.648 -0.454 0.030 -0.035 0.090 -0.68
C -6.839 2.353 0.203 0.169 0.106 -0.399 -1.25
C -6.246 2.104 1.592 -0.874 0.267 0.889 1.81
N -4.769 2.318 1.591 0.038 -0.779 -1.675 0.33
O -4.163 1.273 1.126 0.179 0.092 0.551 -0.43
C -6.925 3.010 2.639 0.051 0.175 -0.053 -1.68
C -6.548 0.669 2.012 0.184 -0.245 -0.066 -1.92
C -2.718 3.472 0.857 0.102 -0.244 -0.195 -2.08
H -3.903 5.633 1.475 0.095 -0.076 -0.065 0.50
H -5.561 5.167 1.713 0.038 -0.055 0.018 0.35
H -4.326 4.623 2.853 -0.007 -0.026 -0.004 0.35
H -4.437 2.951 -1.107 0.035 -0.062 0.096 0.14
H -4.509 4.686 -0.860 0.061 0.029 0.063 0.42
H -6.797 4.515 0.051 0.025 -0.003 0.026 0.36
H -6.725 3.687 -1.483 -0.015 0.009 0.007 0.42
H -7.928 2.354 0.282 -0.015 -0.038 0.078 0.37
H -6.577 1.516 -0.452 0.090 -0.022 0.078 0.36
H -6.401 2.952 3.594 0.030 0.001 -0.012 0.37
H -7.951 2.682 2.802 0.012 -0.118 -0.051 0.47
H -6.983 4.054 2.342 0.037 -0.063 0.011 0.28
H -6.206 -0.055 1.275 0.084 0.061 0.037 0.30
H -7.625 0.546 2.119 -0.054 0.095 0.016 0.45
H -6.079 0.432 2.968 0.014 0.024 -0.008 0.45
H -2.272 3.357 1.841 -0.052 -0.039 0.071 0.61
H -2.330 4.393 0.420 -0.103 0.095 0.034 0.47
H -2.384 2.651 0.226 -0.073 -0.081 0.120 0.07
C 4.387 1.225 3.848 -0.113 -0.081 0.058 -1.67
C 3.787 2.578 3.416 0.925 -0.754 0.181 1.59
C 3.563 3.468 4.638 -0.331 0.154 0.202 -1.27
C 2.412 2.988 5.521 -0.009 -0.046 -0.086 -0.56
C 1.128 2.831 4.706 0.254 0.365 0.172 -1.43
C 1.295 1.977 3.447 -0.505 -1.172 0.196 2.33
N 2.505 2.389 2.674 -0.425 1.654 0.341 0.85
O 2.251 3.409 1.921 0.129 -0.489 -0.270 -0.67
C 1.371 0.483 3.821 0.184 -0.023 0.088 -1.89
C 0.063 2.126 2.565 -0.017 0.188 -0.220 -2.64
C 4.816 3.218 2.491 -0.086 0.249 -0.213 -1.91
H 5.435 1.357 4.113 0.020 0.115 -0.061 0.48
H 3.909 0.791 4.723 -0.023 0.021 -0.057 0.30
H 4.339 0.500 3.034 -0.027 0.011 -0.012 0.30
H 3.351 4.489 4.305 -0.022 -0.041 -0.106 0.37
H 4.487 3.515 5.218 0.058 -0.044 -0.049 0.38
H 2.669 2.046 6.012 0.016 -0.012 -0.032 0.32
H 2.244 3.709 6.324 0.001 -0.016 0.012 0.41
H 0.343 2.393 5.325 -0.043 -0.058 -0.059 0.39
H 0.776 3.827 4.416 0.045 -0.024 -0.108 0.37
H 1.649 -0.116 2.952 0.017 0.020 -0.014 0.27
H 0.396 0.139 4.163 -0.072 0.102 -0.057 0.48
H 2.070 0.266 4.626 -0.007 0.027 -0.060 0.37
H -0.152 3.165 2.333 0.149 0.025 -0.036 0.59
H -0.808 1.716 3.077 0.041 -0.073 0.099 0.66
H 0.184 1.583 1.626 -0.026 0.041 0.037 0.33
H 4.977 2.605 1.603 -0.028 -0.003 0.000 0.41
H 5.764 3.309 3.019 0.008 -0.081 0.079 0.44
H 4.519 4.215 2.170 -0.087 -0.071 -0.020 0.37
C 7.168 -1.448 -3.013 -0.121 0.087 -0.015 -1.74
C 6.698 -2.910 -2.885 0.846 0.841 -0.136 1.67
C 6.246 -3.438 -4.247 -0.362 -0.113 -0.172 -1.30
C 4.927 -2.823 -4.715 0.008 0.014 0.103 -0.65
C 3.836 -3.002 -3.659 0.196 -0.260 -0.335 -1.17
C 4.241 -2.522 -2.264 -0.507 1.119 0.242 1.83
N 5.594 -3.038 -1.889 -0.465 -1.515 -0.730 0.48
O 5.521 -4.246 -1.434 0.147 0.397 0.351 -0.62
C 4.205 -0.983 -2.198 0.141 0.069 -0.111 -1.85
C 3.210 -3.004 -1.255 0.008 -0.276 0.311 -1.52
C 7.909 -3.701 -2.401 -0.031 -0.299 0.149 -1.85
H 8.143 -1.417 -3.501 0.034 -0.126 0.021 0.47
H 6.512 -0.826 -3.616 -0.013 -0.038 0.054 0.29
H 7.275 -0.986 -2.031 -0.026 -0.018 0.011 0.35
H 6.128 -4.525 -4.189 0.000 0.008 0.116 0.38
H 7.032 -3.248 -4.981 0.066 0.033 0.049 0.40
H 5.059 -1.764 -4.952 0.021 0.004 0.028 0.33
H 4.613 -3.303 -5.644 -0.003 0.020 -0.007 0.43
H 2.931 -2.473 -3.962 -0.042 0.025 0.091 0.33
H 3.571 -4.063 -3.608 0.068 -0.005 0.097 0.48
H 4.641 -0.627 -1.263 0.026 -0.020 0.000 0.45
H 3.172 -0.638 -2.238 -0.056 -0.120 0.032 0.36
H 4.720 -0.495 -3.023 0.005 -0.043 0.050 0.17
H 3.061 -4.083 -1.295 0.144 0.008 0.016 0.38
H 2.251 -2.540 -1.469 0.068 0.102 -0.090 0.12
H 3.500 -2.740 -0.235 0.076 -0.015 -0.033 0.53
H 8.238 -3.350 -1.421 -0.029 -0.003 0.004 0.44
H 8.729 -3.565 -3.105 -0.011 0.100 -0.054 0.42
H 7.705 -4.767 -2.332 -0.082 0.056 0.055 0.37


12
Properties=species:S:1:pos:R:3:forces:R:3:mulliken_charge:R:1 method="wB97M-V/def2-TZVPD" gap_ev=10.4 e_above_lowest_kcal_mol=18.1 homo_ev=-9.479 largest_force_ev_per_a=1.41 e_lumo_ev=0.9570 total_charge=0 smiles="CNC(C)=O" total_energy_ha=-248.49757
C -1.788 -0.417 -0.432 -0.220 0.261 0.620 -0.72
N -0.677 -0.006 0.521 0.031 -0.403 -0.733 -0.24
C 0.503 -0.002 -0.145 0.242 -0.152 -0.603 0.59
O 0.489 -0.372 -1.309 0.855 0.151 -0.343 -0.63
C 1.833 0.427 0.434 -0.018 0.006 0.087 -0.88
H -1.519 -1.192 -1.190 0.394 0.562 1.233 0.26
H -2.083 0.443 -1.053 -0.070 -0.175 0.467 0.25
H -2.611 -0.814 0.149 -0.288 0.274 0.159 0.31
H -0.718 0.369 1.481 -0.601 -0.535 -1.146 0.23
H 2.182 1.253 -0.196 -0.032 -0.111 0.211 0.25
H 2.514 -0.412 0.256 -0.072 0.192 0.143 0.25
H 1.876 0.723 1.485 -0.221 -0.069 -0.095 0.33